The following is a DFT calculation (ωB97M-V with the def2-TZVPD basis set) of one molecule with the formula C4H6Br2P2 at a distorted geometry.

Results
Energy relative to the best compared isomer or geometry (same formula, charge and spin) (kJ/mol): 0.0
Multiplicity: 1
Orbital gap (eV): 9.1
Molar mass (g/mol): 275.85
SMILES: CC1=C(C)P(Br)#P1Br
HOMO level (eV): -8.7
E_tot (eV): -162907.1428

Last column: Mulliken charge in e.
Atoms and positions in Å:
C -0.98 1.45 -1.02  -1.18
C 0.06 0.57 -0.43  0.24
C 0.14 -0.51 0.38  0.43
C -0.88 -1.37 1.09  -1.28
P 1.94 -0.91 0.54  0.00
Br 1.98 -2.65 -0.76  -0.19
P 2.18 0.77 -0.90  0.08
Br 2.67 2.36 0.46  -0.16
H -0.54 2.34 -1.23  0.38
H -1.66 1.12 -1.88  0.26
H -1.65 1.65 -0.24  0.36
H -0.36 -2.24 1.44  0.40
H -1.23 -0.98 2.06  0.30
H -1.67 -1.58 0.49  0.36



The following is a DFT calculation (ωB97M-V with the def2-TZVPD basis set) of C39H35ClN2Si2Sn as an isolated structure at a distorted geometry.

Results
Energy relative to the best compared isomer or geometry (same formula, charge and spin) (kJ/mol): 460.3
Multiplicity: 1
Orbital gap (spin up / spin down) (eV): 6.0 / 6.0
Molar mass (g/mol): 742.06
Total charge: +2
HOMO level (spin up / spin down) (eV): -12.9 / -12.9
E_tot (eV): -78082.5404

Last column: Mulliken charge in e.
Atoms and positions in Å:
C -3.85 0.79 3.30  -0.30
C -2.61 1.46 3.25  -0.86
C -2.45 2.02 1.94  -0.59
H -1.94 1.61 4.09  0.55
C -3.63 1.66 1.16  -0.46
C -4.49 0.90 2.04  -0.87
H -5.48 0.54 1.79  0.50
H -4.30 0.35 4.18  0.52
H -1.66 2.70 1.61  0.66
H -3.89 2.04 0.18  0.69
Sn -2.16 -0.26 1.08  1.14
Si 1.88 -2.50 -0.76  0.46
C 2.65 -1.33 0.58  0.49
C 3.94 -1.75 0.91  -0.66
H 4.39 -2.59 0.39  0.34
C 4.67 -1.14 1.96  -0.75
H 5.67 -1.53 2.23  0.41
C 4.14 -0.05 2.64  -0.63
H 4.73 0.49 3.37  0.47
C 2.82 0.35 2.38  -0.61
H 2.37 1.19 2.94  0.44
C 2.07 -0.35 1.43  0.48
H 0.98 -0.17 1.38  0.42
C 0.36 0.45 -1.15  1.59
C 0.64 1.70 -0.47  -0.22
H 1.19 1.80 0.48  0.47
C 0.18 2.86 -1.20  -0.70
H 0.60 3.86 -0.97  0.55
C -1.02 2.69 -1.92  -0.66
H -1.56 3.56 -2.26  0.58
C -1.51 1.41 -2.23  -0.41
H -2.48 1.31 -2.75  0.41
C -0.79 0.25 -1.90  -0.87
H -1.16 -0.76 -2.13  0.34
H 0.46 -2.21 -0.44  -0.20
Si 1.56 1.39 -2.11  -1.43
C 1.46 1.87 -3.92  0.86
C 2.47 2.75 -4.33  -0.55
H 3.29 2.95 -3.64  0.31
C 2.44 3.34 -5.59  -0.67
H 3.24 4.02 -5.88  0.43
C 1.38 3.01 -6.46  -0.52
H 1.35 3.47 -7.44  0.40
C 0.41 2.08 -6.09  -0.75
H -0.40 1.80 -6.78  0.42
C 0.48 1.47 -4.83  -0.03
H -0.22 0.67 -4.57  0.49
C 3.39 1.22 -1.69  0.58
C 3.98 2.16 -0.85  -0.02
H 3.42 3.05 -0.54  0.35
C 5.31 2.01 -0.42  -0.76
H 5.77 2.78 0.23  0.41
C 6.03 0.87 -0.80  -0.51
H 7.03 0.71 -0.40  0.45
C 5.48 -0.04 -1.71  -0.80
H 6.03 -0.95 -2.00  0.47
C 4.21 0.19 -2.22  -0.29
H 3.80 -0.44 -3.02  0.46
H 2.16 -3.91 -0.67  -0.15
Cl 1.63 -2.06 -2.83  -0.25
C -1.42 -2.43 5.19  -0.89
C -2.48 -3.34 5.31  -0.59
C -3.38 -3.45 4.25  -0.78
C -3.22 -2.66 3.11  0.58
N -2.19 -1.76 3.02  0.32
C -1.31 -1.66 4.03  -0.16
C -4.13 -2.74 1.95  0.47
C -5.24 -3.60 1.90  -0.83
C -6.04 -3.61 0.76  -0.55
C -5.71 -2.78 -0.32  -0.84
C -4.60 -1.94 -0.21  -0.11
N -3.83 -1.90 0.90  0.27
H -0.67 -2.30 5.97  0.44
H -2.60 -3.94 6.21  0.45
H -4.22 -4.15 4.28  0.36
H -0.48 -0.95 3.90  0.50
H -5.44 -4.22 2.77  0.39
H -6.91 -4.26 0.72  0.45
H -6.29 -2.76 -1.24  0.42
H -4.30 -1.28 -1.03  0.48



The following is a DFT calculation (ωB97M-V with the def2-TZVPD basis set) of C26H50FeNP3Se as an isolated structure at a distorted geometry.

Results
Energy relative to the best compared isomer or geometry (same formula, charge and spin) (kJ/mol): 1.5
Multiplicity: 6
Orbital gap (spin up / spin down) (eV): 7.0 / 4.2
Molar mass (g/mol): 604.42
Total charge: +3
HOMO level (spin up / spin down) (eV): -15.6 / -16.0
E_tot (eV): -156834.2796

Last column: Mulliken spin population.
Atoms and positions in Å:
Fe 0.01 0.32 0.13  3.60
P 0.24 2.22 1.35  0.03
P -2.32 0.77 -0.16  0.08
P 2.20 -0.07 -0.38  0.00
H -1.44 -2.65 -7.49  0.00
C -0.66 -3.38 -7.26  0.01
C -0.75 -4.21 -6.21  0.00
H -1.70 -4.30 -5.67  0.00
C 0.15 3.86 0.51  0.01
C -0.91 2.45 2.76  0.00
C 1.83 2.49 2.22  0.03
C -3.20 -0.13 -1.50  0.00
C -3.35 0.31 1.29  0.01
C -2.87 2.52 -0.38  0.03
C 2.46 -1.40 -1.61  0.00
C 3.23 -0.63 1.00  -0.01
C 3.19 1.37 -0.97  0.01
H 0.18 -3.42 -7.98  0.00
H 0.09 -4.80 -5.84  0.00
H 0.26 4.63 1.29  0.00
H -0.80 4.02 -0.02  0.00
H 0.98 3.96 -0.20  0.00
H -0.55 3.31 3.36  0.00
H -0.93 1.55 3.41  -0.01
H -1.95 2.64 2.46  0.00
H 1.79 3.50 2.65  0.00
H 2.69 2.42 1.55  0.00
H 1.97 1.79 3.05  -0.01
H -4.24 0.22 -1.57  0.00
H -3.22 -1.21 -1.27  0.00
H -2.70 0.01 -2.47  0.00
H -4.39 0.63 1.13  0.00
H -2.97 0.79 2.20  0.00
H -3.32 -0.78 1.45  0.00
H -3.94 2.53 -0.65  0.00
H -2.30 3.02 -1.18  0.00
H -2.74 3.09 0.56  0.00
H 3.54 -1.63 -1.67  0.00
H 2.08 -1.11 -2.61  0.00
H 1.91 -2.29 -1.28  -0.01
H 4.20 -0.98 0.62  0.00
H 2.74 -1.45 1.53  0.00
H 3.41 0.18 1.71  0.00
H 4.23 1.04 -1.11  0.00
H 3.18 2.19 -0.23  0.00
H 2.78 1.77 -1.91  0.01
C -0.02 0.80 -3.81  0.16
C -0.37 -0.56 -3.82  -0.02
C -0.27 -1.25 -5.02  0.06
C 0.20 -0.63 -6.18  0.16
C 0.51 0.74 -6.17  0.00
C 0.42 1.45 -4.98  0.09
Se -0.11 1.92 -2.26  0.68
H 0.38 0.48 -1.51  -0.02
H -0.71 -1.04 -2.90  0.03
H -0.56 -2.30 -5.08  0.01
H 0.31 -1.21 -7.10  0.00
H 0.81 1.22 -7.09  0.00
H 0.68 2.51 -4.92  -0.01
C -0.39 -0.46 5.58  0.00
N 0.63 0.16 4.70  0.01
C 1.78 0.68 5.51  0.00
C 1.13 -0.71 3.51  0.01
C 0.08 -1.48 2.76  -0.11
C -0.41 -2.61 3.43  0.00
C -1.35 -3.45 2.83  0.03
C -1.72 -3.24 1.50  0.01
C -1.15 -2.17 0.80  -0.06
C -0.32 -1.22 1.43  0.14
H 0.01 -1.37 6.04  0.00
H -1.31 -0.67 5.03  0.00
H -0.62 0.27 6.37  0.00
H 0.18 0.98 4.26  0.00
H 2.25 -0.18 6.01  0.00
H 2.51 1.20 4.88  0.00
H 1.38 1.39 6.25  0.00
H 1.63 0.00 2.85  0.01
H 1.93 -1.34 3.93  0.00
H -0.04 -2.83 4.44  0.00
H -1.77 -4.29 3.39  0.00
H -2.45 -3.90 1.01  0.00
H -1.35 -2.05 -0.28  0.03



The following is a DFT calculation (ωB97M-V with the def2-TZVPD basis set) of C11H16F6N4O5PSr as an isolated structure.

Results
Energy relative to the best compared isomer or geometry (same formula, charge and spin) (kJ/mol): 16.0
Multiplicity: 2
Orbital gap (spin up / spin down) (eV): 8.2 / 7.2
Molar mass (g/mol): 516.85
HOMO level (spin up / spin down) (eV): -8.0 / -8.2
E_tot (eV): -54300.7064

Last column: Mulliken spin population.
Atoms and positions in Å:
Sr -0.28 0.33 0.25  -0.01
N -1.16 4.38 2.36  0.30
C -1.09 3.85 3.59  0.40
C -0.19 1.95 3.60  0.13
O 0.10 1.78 4.73  0.15
O -0.26 1.58 2.46  0.06
H -0.37 4.86 1.97  -0.02
H -1.82 4.01 1.69  -0.03
H -2.01 3.45 3.99  0.01
H -0.41 4.32 4.29  0.01
O -0.57 -2.07 0.36  0.00
N 0.36 -2.86 0.70  0.00
N 1.44 -2.27 1.06  0.00
O 1.57 -0.97 1.09  0.00
C 2.55 -3.08 1.47  0.00
C 2.49 -4.47 1.39  0.00
C 3.58 -5.21 1.79  0.00
C 4.72 -4.59 2.28  0.00
C 4.76 -3.20 2.36  0.00
C 3.68 -2.44 1.95  0.00
H 1.60 -4.95 1.01  0.00
H 3.54 -6.29 1.73  0.00
H 5.57 -5.18 2.60  0.00
H 5.65 -2.71 2.73  0.00
H 3.69 -1.37 2.00  0.00
C -0.71 1.48 -4.49  0.00
N -1.29 0.24 -4.02  0.00
C -2.49 -0.22 -4.69  0.00
C -0.86 -0.33 -2.90  0.00
O 0.07 0.09 -2.21  0.00
H -0.51 1.40 -5.56  0.00
H 0.21 1.67 -3.96  0.00
H -1.40 2.31 -4.32  0.00
H -2.29 -0.41 -5.74  0.00
H -3.28 0.53 -4.60  0.00
H -2.84 -1.15 -4.22  0.00
H -1.41 -1.24 -2.62  0.00
F -2.73 0.81 -0.28  0.00
P -2.95 2.43 -0.61  0.00
F -3.11 2.68 0.98  0.00
F -1.30 2.59 -0.42  0.00
F -4.51 2.19 -0.77  0.00
F -3.06 3.99 -0.89  0.00
F -2.69 2.10 -2.16  0.00



The following is a DFT calculation (ωB97M-V with the def2-TZVPD basis set) of one molecule with the formula C5H9NO at a distorted geometry.

Results
Energy relative to the best compared isomer or geometry (same formula, charge and spin) (kJ/mol): 94.6
Multiplicity: 1
Orbital gap (eV): 11.5
Molar mass (g/mol): 99.13
SMILES: C[C@@H](O)[C@@H](C)C#N
HOMO level (eV): -10.8
E_tot (eV): -8868.2325

Last column: Mulliken charge in e.
Atoms and positions in Å:
C -1.52 -0.24 -0.69  -1.34
C -0.77 -0.16 0.64  -0.12
O -0.63 -1.43 1.24  -0.55
C 0.62 0.53 0.54  0.65
C 1.66 -0.27 -0.26  -1.42
C 0.46 1.87 -0.03  0.06
N 0.31 2.91 -0.52  -0.47
H -1.73 0.76 -1.08  0.41
H -2.46 -0.76 -0.53  0.36
H -0.93 -0.79 -1.44  0.32
H -1.37 0.43 1.35  0.38
H -0.41 -2.06 0.55  0.36
H 0.98 0.64 1.57  0.28
H 2.67 0.03 0.03  0.39
H 1.56 -0.13 -1.34  0.34
H 1.56 -1.34 -0.03  0.34



The following is a DFT calculation (ωB97M-V with the def2-TZVPD basis set) of C11H25Cl2N2OP2V as an isolated structure at a distorted geometry.

Results
Energy relative to the best compared isomer or geometry (same formula, charge and spin) (kJ/mol): 114.4
Multiplicity: 2
Orbital gap (spin up / spin down) (eV): 6.2 / 7.0
Molar mass (g/mol): 385.13
Total charge: +3
HOMO level (spin up / spin down) (eV): -18.8 / -18.8
E_tot (eV): -86122.7574

Last column: Mulliken spin population.
Atoms and positions in Å:
C 1.03 -0.13 -3.79  0.00
C 1.88 0.02 -2.64  0.00
H 1.72 -0.21 -4.66  0.00
H 0.36 0.74 -3.96  0.00
H 0.50 -1.11 -3.74  0.00
O 2.37 0.18 -1.60  0.00
Cl -2.38 0.06 -1.94  0.00
V -1.28 -0.07 -0.03  1.30
P -0.15 2.17 -0.40  -0.08
C 1.21 2.84 0.63  0.00
C 0.32 2.80 -2.05  -0.01
H 0.53 3.87 -1.96  0.00
H -1.36 4.26 -0.50  0.00
H -0.51 2.65 -2.76  0.00
H -2.48 2.84 -0.41  0.00
H 2.16 2.41 0.29  0.00
H 1.21 2.29 -2.43  0.00
C -1.56 3.29 -0.02  0.00
H 1.25 3.94 0.54  0.00
H -1.68 3.43 1.06  0.00
H 1.11 2.59 1.70  0.00
P 0.10 -2.19 -0.24  -0.08
C 1.49 -2.59 0.91  0.00
C -1.20 -3.44 0.20  0.00
H 0.02 -2.90 -2.57  0.00
H 0.90 -4.05 -1.54  0.00
H 1.70 -2.54 -2.07  0.00
C 0.75 -2.99 -1.76  -0.01
H -2.15 -3.11 -0.24  0.00
H -0.90 -4.42 -0.20  0.00
H 1.58 -3.68 1.02  0.00
H 1.36 -2.14 1.90  0.00
H -1.34 -3.52 1.28  0.00
H 2.41 -2.18 0.49  0.00
Cl -3.29 -0.25 1.05  -0.12
N -0.61 0.87 4.01  0.00
C -0.64 -0.52 4.16  0.00
C -0.59 -1.04 2.89  0.01
N -0.53 0.02 1.99  0.00
C -0.57 1.15 2.68  0.00
H -0.70 1.59 4.75  0.00
H -0.78 -1.01 5.10  0.00
H -0.61 -2.08 2.57  0.00
H -0.66 2.17 2.30  -0.01



The following is a DFT calculation (ωB97M-V with the def2-TZVPD basis set) of one molecule with the formula C3H9NO4S at a distorted geometry.

Results
Energy relative to the best compared isomer or geometry (same formula, charge and spin) (kJ/mol): 138.3
Multiplicity: 1
Orbital gap (eV): 9.3
Molar mass (g/mol): 155.18
SMILES: CN(C)COS(=O)(=O)O
HOMO level (eV): -9.0
E_tot (eV): -23769.9909

Last column: Mulliken charge in e.
Atoms and positions in Å:
C 1.50 -1.12 0.61  -0.77
N 1.19 0.02 -0.18  0.12
C 1.22 1.38 0.36  -0.78
C 0.25 -0.30 -1.21  -0.69
O -1.18 -0.62 -0.89  -0.28
S -1.96 0.32 0.07  1.28
O -2.38 1.58 -0.52  -0.58
O -1.14 0.38 1.25  -0.55
O -3.18 -0.64 0.25  -0.47
H 1.54 -2.09 0.10  0.30
H 2.47 -1.06 1.20  0.29
H 0.67 -1.34 1.51  0.20
H 0.86 2.20 -0.50  0.21
H 0.57 1.38 1.23  0.41
H 2.28 1.69 0.79  0.25
H 0.16 0.61 -1.90  0.32
H 0.59 -1.21 -1.67  0.37
H -3.46 -1.18 -0.50  0.37



The following is a DFT calculation (ωB97M-V with the def2-TZVPD basis set) of C28H36As2CrSi as an isolated structure at a distorted geometry.

Results
Energy relative to the best compared isomer or geometry (same formula, charge and spin) (kJ/mol): 0.0
Multiplicity: 5
Orbital gap (spin up / spin down) (eV): 5.9 / 6.5
Molar mass (g/mol): 602.52
HOMO level (spin up / spin down) (eV): -6.1 / -6.8
E_tot (eV): -187592.7690

Last column: Mulliken spin population.
Atoms and positions in Å:
C 0.84 2.85 0.70  0.06
C -0.09 2.92 -0.38  -0.01
C -1.41 2.83 0.16  0.04
H 0.17 3.13 -1.41  0.01
C -1.30 2.71 1.58  0.13
C 0.09 2.75 1.91  -0.13
H 0.50 2.82 2.91  -0.01
H 1.92 2.96 0.61  -0.02
H -2.32 2.91 -0.42  0.02
H -2.11 2.70 2.29  0.00
Cr -0.32 0.94 0.67  3.87
C -1.67 -2.91 -4.80  0.00
H -2.39 -2.93 -3.97  0.00
H -1.98 -2.16 -5.53  0.00
H -0.67 -2.68 -4.42  0.00
Si -0.30 -0.07 -1.79  -0.10
C 1.38 -0.08 -2.62  0.02
C 2.16 1.09 -2.68  0.00
H 1.81 2.01 -2.22  0.00
C 3.40 1.08 -3.34  0.01
H 4.00 1.99 -3.37  0.00
C 3.88 -0.09 -3.94  0.00
H 4.85 -0.10 -4.44  0.00
C 3.10 -1.25 -3.89  0.00
H 3.46 -2.17 -4.36  0.00
C 1.86 -1.25 -3.24  -0.01
H 1.26 -2.17 -3.21  0.00
C -1.42 0.96 -2.87  -0.01
C -1.01 1.48 -4.12  0.00
H -0.03 1.21 -4.53  0.00
C -1.83 2.37 -4.82  0.00
H -1.49 2.78 -5.78  0.00
C -3.09 2.73 -4.32  0.00
H -3.73 3.42 -4.87  0.00
C -3.52 2.19 -3.10  0.01
H -4.49 2.47 -2.69  0.00
C -2.70 1.30 -2.40  0.01
H -3.06 0.88 -1.45  0.00
H -0.88 -1.44 -1.83  0.00
H -1.66 -3.90 -5.28  0.00
C 1.44 -1.98 0.53  0.04
As 1.52 -0.37 1.70  -0.07
C 2.79 0.83 2.73  0.00
C 1.19 -1.47 3.34  0.02
C 2.20 -1.88 4.21  0.00
C 1.87 -2.61 5.36  0.00
C 0.55 -2.98 5.60  0.00
C -0.45 -2.68 4.66  -0.01
C -0.13 -1.87 3.58  0.04
As -1.54 -0.78 2.73  0.04
C -3.19 -1.56 3.52  0.04
C -1.28 0.54 4.13  0.02
H 1.83 -1.72 -0.47  0.00
H 0.40 -2.35 0.45  0.01
H 2.09 -2.72 1.03  0.00
H 2.27 1.31 3.58  0.00
H 3.62 0.21 3.10  0.00
H 3.16 1.60 2.04  0.00
H 3.24 -1.63 4.03  0.00
H 2.65 -2.88 6.08  0.00
H 0.29 -3.50 6.51  0.00
H -1.48 -3.06 4.78  0.00
H -3.24 -1.35 4.60  0.00
H -4.02 -1.06 2.98  -0.01
H -3.22 -2.64 3.34  0.00
H -0.29 0.99 4.07  -0.01
H -1.43 0.08 5.11  0.00
H -2.09 1.24 3.92  0.00



The following is a DFT calculation (ωB97M-V with the def2-TZVPD basis set) of a 2-piece molecular cluster, C3H6N3O overall at a distorted geometry.

Results
Energy relative to the best compared isomer or geometry (same formula, charge and spin) (kJ/mol): 175.6
Multiplicity: 3
Orbital gap (spin up / spin down) (eV): 6.7 / 7.1
Molar mass (g/mol): 100.10
Total charge: +1
HOMO level (spin up / spin down) (eV): -10.2 / -15.7
E_tot (eV): -9712.7638

Last column: Mulliken spin population.
Atoms and positions in Å:
C -0.17 4.18 -0.49  0.00
C 0.70 -2.24 0.59  0.29
C -0.32 -0.02 0.01  0.46
N -0.27 3.09 -0.21  0.00
N 0.67 -3.39 0.21  0.93
N -0.26 -1.35 -0.10  0.11
O -1.20 0.61 -0.59  0.14
H 0.12 5.09 -0.90  0.00
H 1.22 -1.73 1.39  0.06
H 0.43 0.35 0.77  0.01
H 1.18 -4.17 0.77  0.01
H -0.90 -1.96 -0.64  -0.01
H -1.19 1.54 -0.82  0.00



The following is a DFT calculation (ωB97M-V with the def2-TZVPD basis set) of C5H12N2O3 as an isolated structure at a distorted geometry.

Results
Energy relative to the best compared isomer or geometry (same formula, charge and spin) (kJ/mol): 303.5
Multiplicity: 1
Orbital gap (eV): 9.9
Molar mass (g/mol): 148.16
HOMO level (eV): -9.4
E_tot (eV): -14500.3605

Last column: Mulliken charge in e.
Atoms and positions in Å:
C 1.33 1.85 0.49  -1.81
C 0.62 0.54 0.82  1.81
O 0.91 0.15 2.16  -0.61
C -0.90 0.67 0.66  -1.23
N -1.48 -0.10 -0.44  -0.38
C -1.00 -1.58 -0.69  0.51
O -1.89 -2.44 -0.53  -0.73
N 0.24 -1.71 -0.05  -0.18
C 1.16 -0.59 -0.07  -1.29
H 1.06 2.19 -0.52  0.40
H 1.04 2.63 1.20  0.49
H 2.42 1.72 0.54  0.37
H 0.80 0.91 2.74  0.36
H -1.40 0.34 1.58  0.35
H -1.21 1.72 0.56  0.38
H -2.49 -0.12 -0.41  0.32
H 0.65 -2.62 -0.21  0.31
H 1.35 -0.21 -1.08  0.35
H 2.13 -0.93 0.33  0.50
H -1.18 0.19 -1.73  0.55
O -0.72 -1.04 -2.45  -0.77
H -1.41 -1.54 -2.89  0.28